(1)
{"formula": "C4H10N2", "method": "ωB97M-V/def2-TZVPD", "species": ["C", "C", "C", "H", "H", "H", "H", "H", "H", "N", "C", "N", "H", "H", "H", "H"], "positions_angstrom": [[-0.09, 0.14, 2.86], [0.96, 0.33, 1.81], [1.38, 1.54, 1.28], [-0.29, 1.02, 3.44], [0.21, -0.75, 3.43], [-0.99, -0.19, 2.31], [1.08, -0.58, 1.20], [2.37, 1.77, 0.90], [0.68, 2.36, 1.39], [-1.51, 0.15, -2.20], [-0.64, -0.90, -2.33], [0.11, -1.31, -1.39], [-1.48, 0.60, -1.29], [-1.66, 0.74, -3.00], [-0.76, -1.45, -3.26], [0.58, -2.16, -1.68]], "mulliken_charge": [-0.905, 0.320, -0.439, 0.367, 0.340, 0.327, 0.327, 0.324, 0.301, -0.397, 0.018, -0.529, 0.179, 0.243, 0.302, 0.222], "homo_ev": [-12.692, -12.689], "total_charge": 1, "multiplicity": 2, "max_force_ev_per_a": 2.013, "orbital_gap_ev": [7.066, 4.415], "de_lowest_kj_mol": 288.2, "lumo_ev": [-5.6, -8.3]}

***

(2)
{"formula": "C24H20FFeN3O3S", "method": "ωB97M-V/def2-TZVPD", "species": ["Fe", "N", "C", "C", "O", "N", "C", "C", "O", "O", "H", "H", "H", "H", "H", "H", "S", "C", "C", "C", "C", "C", "C", "N", "C", "C", "C", "C", "C", "C", "C", "H", "H", "H", "H", "H", "H", "H", "H", "F", "C", "C", "C", "C", "C", "C", "C", "H", "H", "H", "H", "H", "H"], "positions_angstrom": [[-1.20, -0.94, -0.72], [-2.36, 1.02, -1.15], [-3.74, 0.68, -0.74], [-4.11, -0.73, -1.24], [-5.18, -0.89, -1.84], [-3.17, -1.62, -0.94], [-3.24, -2.94, -1.53], [-1.95, -3.21, -2.36], [-1.96, -4.11, -3.19], [-0.95, -2.46, -2.07], [-2.02, 1.82, -0.62], [-2.35, 1.29, -2.12], [-4.48, 1.38, -1.12], [-3.78, 0.67, 0.35], [-4.11, -3.08, -2.16], [-3.24, -3.71, -0.74], [-0.08, 1.38, 3.11], [-0.60, -0.24, 3.50], [-0.96, -0.76, 4.72], [-1.38, -2.09, 4.79], [-1.44, -2.86, 3.64], [-1.08, -2.35, 2.41], [-0.64, -1.02, 2.32], [-0.28, -0.37, 1.18], [0.07, 0.92, 1.38], [0.40, 1.89, 0.39], [0.21, 3.27, 0.68], [0.33, 4.24, -0.28], [0.69, 3.91, -1.58], [0.98, 2.58, -1.87], [0.88, 1.57, -0.92], [-0.93, -0.15, 5.62], [-1.66, -2.51, 5.75], [-1.78, -3.89, 3.71], [-1.12, -2.94, 1.50], [-0.09, 3.55, 1.68], [0.15, 5.28, -0.01], [0.76, 4.66, -2.35], [1.34, 2.32, -2.86], [7.02, -0.06, -0.57], [5.68, 0.02, -0.75], [4.88, 0.38, 0.31], [3.51, 0.45, 0.11], [2.95, 0.16, -1.13], [1.45, 0.22, -1.31], [3.79, -0.20, -2.17], [5.16, -0.28, -2.00], [5.33, 0.60, 1.27], [2.87, 0.74, 0.93], [1.21, 0.01, -2.36], [1.04, -0.59, -0.70], [3.37, -0.44, -3.15], [5.83, -0.56, -2.80]], "mulliken_charge": [0.571, -0.372, -0.490, 0.508, -0.766, -0.104, -0.502, 0.440, -0.732, -0.737, 0.167, 0.221, 0.372, 0.241, 0.380, 0.226, -0.469, 1.063, -0.591, -0.495, -0.695, -0.522, -0.388, 0.143, 0.424, 0.980, -1.553, -0.541, -0.923, -0.825, 1.617, 0.378, 0.366, 0.382, 0.359, 0.341, 0.392, 0.395, 0.423, -0.349, 0.422, -0.744, -0.127, -0.184, -1.327, -0.286, -0.668, 0.436, 0.367, 0.694, 0.265, 0.408, 0.409], "homo_ev": [-2.864, -5.283], "total_charge": -1, "multiplicity": 6, "max_force_ev_per_a": 1.397, "orbital_gap_ev": [5.293, 7.659], "de_lowest_kj_mol": 0.0, "lumo_ev": [2.4, 2.4]}

***

(3)
{"formula": "C22H46O30S8", "method": "ωB97M-V/def2-TZVPD", "species": ["C", "C", "C", "S", "O", "O", "C", "H", "H", "H", "H", "H", "H", "H", "H", "C", "C", "C", "S", "O", "O", "C", "H", "H", "H", "H", "H", "H", "H", "H", "C", "C", "O", "S", "O", "O", "O", "H", "H", "H", "H", "C", "C", "O", "S", "O", "O", "O", "H", "H", "H", "H", "C", "C", "O", "S", "O", "O", "O", "H", "H", "H", "H", "C", "C", "O", "S", "O", "O", "O", "H", "H", "H", "H", "C", "C", "O", "S", "O", "O", "O", "H", "H", "H", "H", "C", "C", "O", "S", "O", "O", "O", "H", "H", "H", "H", "C", "C", "O", "O", "H", "H", "H", "H", "H", "H"], "positions_angstrom": [[-0.29, -3.63, 3.44], [-0.90, -4.75, 4.19], [0.18, -5.87, 4.47], [1.45, -5.67, 3.13], [1.44, -6.87, 2.30], [2.76, -5.24, 3.57], [0.59, -4.21, 2.28], [0.35, -2.99, 4.05], [-1.18, -3.08, 3.16], [-1.72, -5.20, 3.61], [-1.41, -4.46, 5.11], [0.03, -6.90, 4.79], [0.85, -5.48, 5.24], [-0.06, -4.53, 1.46], [1.33, -3.51, 1.89], [4.87, 2.34, -3.39], [6.13, 1.55, -3.75], [6.21, 0.52, -2.54], [5.58, 1.30, -0.99], [6.72, 1.73, -0.14], [4.52, 0.40, -0.48], [5.04, 2.74, -1.93], [4.10, 1.61, -3.66], [4.65, 3.13, -4.10], [7.08, 2.08, -3.73], [6.09, 1.11, -4.74], [7.23, 0.15, -2.40], [5.44, -0.20, -2.80], [5.96, 3.33, -1.87], [4.37, 3.41, -1.39], [-3.55, -3.56, 1.18], [-4.26, -3.35, 2.44], [-5.18, -4.30, 2.58], [-4.60, -5.75, 1.93], [-5.73, -6.34, 1.28], [-3.78, -6.61, 2.74], [-3.60, -4.99, 0.88], [-2.54, -3.17, 1.09], [-4.00, -2.86, 0.47], [-4.97, -2.52, 2.35], [-3.52, -3.37, 3.24], [-2.61, 2.55, -0.33], [-3.10, 3.86, 0.19], [-4.18, 3.40, 1.09], [-4.43, 1.87, 1.12], [-5.89, 1.63, 1.07], [-3.53, 1.35, 2.16], [-3.74, 1.70, -0.31], [-1.74, 2.11, 0.15], [-2.36, 2.76, -1.37], [-3.53, 4.42, -0.63], [-2.27, 4.39, 0.65], [1.03, 1.20, -0.33], [1.14, 0.88, 1.22], [-0.05, 0.32, 1.43], [-0.41, -0.74, 0.26], [-1.84, -1.05, 0.27], [0.59, -1.82, 0.31], [0.04, 0.43, -0.84], [1.93, 0.95, -0.90], [0.66, 2.20, -0.51], [1.24, 1.89, 1.63], [2.02, 0.28, 1.43], [-2.45, 6.57, -3.28], [-1.23, 7.63, -3.29], [-0.33, 7.09, -2.31], [-0.99, 5.95, -1.38], [-1.86, 6.54, -0.40], [-0.14, 4.84, -0.98], [-1.97, 5.44, -2.59], [-2.86, 6.29, -4.26], [-3.32, 6.96, -2.75], [-1.47, 8.69, -3.25], [-0.59, 7.60, -4.17], [-0.15, 4.94, 5.11], [0.88, 3.82, 5.33], [0.63, 2.76, 4.39], [-0.79, 2.94, 3.68], [-1.57, 1.72, 3.78], [-0.66, 3.44, 2.35], [-1.27, 4.24, 4.66], [0.17, 5.84, 4.57], [-0.29, 5.34, 6.12], [0.71, 3.44, 6.34], [1.92, 4.10, 5.17], [4.03, -3.53, -2.92], [3.55, -2.66, -1.76], [3.27, -1.37, -2.34], [2.56, -1.59, -3.80], [2.98, -0.58, -4.77], [1.12, -1.91, -3.61], [3.44, -2.97, -4.09], [3.65, -4.50, -2.61], [5.12, -3.49, -2.98], [4.29, -2.63, -0.95], [2.62, -2.97, -1.30], [-2.62, -3.15, -2.60], [-2.98, -2.15, -3.82], [-4.04, -2.83, -4.63], [-2.20, -4.47, -2.97], [-3.42, -3.24, -1.86], [-1.74, -2.87, -2.02], [-2.06, -1.84, -4.32], [-3.37, -1.22, -3.42], [-4.24, -2.14, -5.27], [-2.98, -4.67, -3.50]], "mulliken_charge": [-0.230, -0.338, -0.896, 1.160, -0.674, -0.673, -0.401, 0.435, -0.130, -0.032, 0.477, 0.434, 0.350, 0.275, 0.255, -0.241, -0.869, -0.092, 0.890, -0.751, -0.408, -0.799, 0.051, 0.371, 0.322, 0.393, 0.535, -0.317, 0.406, 0.505, 0.119, -0.019, -0.407, 0.969, -0.548, -0.511, -0.256, -0.165, 0.254, 0.325, 0.276, 0.477, -0.001, -0.415, 1.024, -0.627, -0.354, -0.398, -0.458, 0.396, 0.194, 0.093, 0.433, -0.325, 0.069, 0.631, -0.159, -0.405, -0.394, -0.205, -0.022, 0.319, 0.248, -0.358, -0.361, -0.385, 1.037, -0.578, -0.376, -0.240, 0.365, 0.264, 0.301, 0.260, -0.327, -0.377, -0.279, 1.121, -0.519, -0.444, -0.358, 0.258, 0.293, 0.297, 0.306, -0.348, -0.401, -0.159, 1.027, -0.616, -0.405, -0.366, 0.329, 0.315, 0.439, 0.167, -0.161, -0.341, -0.552, -0.548, 0.181, 0.094, 0.329, 0.307, 0.294, 0.348], "homo_ev": -9.764, "max_force_ev_per_a": 6.191, "orbital_gap_ev": 9.598, "de_lowest_kj_mol": 21.6, "lumo_ev": -0.2}

***

(4)
{"formula": "C26H29HgN2O4", "method": "ωB97M-V/def2-TZVPD", "species": ["C", "C", "C", "H", "C", "C", "H", "H", "H", "H", "C", "C", "C", "H", "C", "C", "H", "H", "H", "H", "Hg", "O", "C", "C", "H", "H", "H", "H", "C", "C", "C", "H", "C", "H", "C", "H", "C", "H", "C", "C", "C", "C", "C", "C", "O", "N", "C", "O", "N", "C", "O", "H", "H", "H", "H", "H", "H", "H", "H", "H", "H", "H"], "positions_angstrom": [[1.57, -1.41, 1.78], [2.18, -1.35, 0.50], [2.56, 0.00, 0.26], [2.33, -2.19, -0.18], [2.19, 0.77, 1.40], [1.58, -0.11, 2.34], [1.23, 0.17, 3.33], [1.17, -2.31, 2.24], [3.06, 0.38, -0.63], [2.35, 1.84, 1.54], [-0.85, -0.59, -2.29], [-0.39, -1.88, -1.92], [-1.25, -2.38, -0.89], [0.47, -2.40, -2.34], [-2.25, -1.40, -0.64], [-2.00, -0.28, -1.49], [-2.61, 0.61, -1.54], [-0.42, 0.06, -3.04], [-1.15, -3.33, -0.39], [-3.07, -1.48, 0.06], [-1.07, 1.41, 1.03], [-0.26, 1.83, -0.82], [0.68, 2.87, -0.96], [0.36, 4.00, -0.05], [1.68, 2.48, -0.73], [0.64, 3.21, -2.01], [0.99, 4.15, 0.82], [0.03, 6.26, 1.26], [-0.66, 6.16, 0.41], [-0.60, 4.95, -0.35], [-1.54, 4.78, -1.42], [-1.55, 3.82, -1.96], [-2.42, 5.80, -1.76], [-3.11, 5.67, -2.59], [-2.40, 7.01, -1.04], [-3.07, 7.82, -1.33], [-1.53, 7.17, 0.05], [-1.53, 8.11, 0.61], [0.16, -4.38, 3.60], [-0.48, -3.31, 4.48], [-1.94, -2.91, 4.12], [-2.96, -4.05, 4.39], [-2.82, -5.35, 3.63], [-2.36, -1.78, 5.06], [-2.73, -1.92, 6.21], [-2.30, -0.49, 4.51], [-1.94, -0.18, 3.23], [-1.79, 1.09, 2.99], [-1.77, -1.12, 2.32], [-2.02, -2.42, 2.65], [-2.25, -3.25, 1.75], [-0.13, -5.38, 3.93], [1.26, -4.31, 3.69], [-0.11, -4.27, 2.54], [-0.48, -3.64, 5.53], [0.13, -2.39, 4.44], [-2.95, -4.26, 5.47], [-3.96, -3.63, 4.18], [-2.04, -5.99, 4.05], [-3.78, -5.88, 3.69], [-2.61, -5.12, 2.58], [-2.47, 0.28, 5.14]], "mulliken_charge": [0.529, -1.058, -0.645, 0.468, -0.822, -1.041, 0.487, 0.336, 0.414, 0.514, 0.019, -0.900, -0.159, 0.411, -0.398, -0.946, 0.603, 0.455, 0.417, 0.500, 0.989, -0.405, -0.720, -0.891, 0.153, 0.512, 0.339, 0.332, -0.563, 1.222, -0.423, 0.300, -0.617, 0.351, -0.352, 0.338, -0.454, 0.344, -1.270, -0.875, 2.145, -0.788, -1.268, -0.357, -0.668, 0.024, 0.408, -0.791, 0.121, -0.541, -0.648, 0.414, 0.420, 0.185, 0.458, 0.343, 0.366, 0.457, 0.276, 0.433, 0.235, 0.284], "homo_ev": [-3.211, -3.204], "total_charge": -1, "max_force_ev_per_a": 3.317, "orbital_gap_ev": [4.614, 4.743], "de_lowest_kj_mol": 0.0, "lumo_ev": [1.4, 1.5]}

***

(5)
{"formula": "ClH2O", "method": "ωB97M-V/def2-TZVPD", "species": ["O", "H", "H", "Cl"], "positions_angstrom": [[-0.38, -0.83, 0.14], [0.33, -0.15, 0.18], [-1.16, -0.35, -0.21], [1.21, 1.34, -0.11]], "mulliken_charge": [-0.699, 0.325, 0.270, -0.897], "homo_ev": -4.039, "total_charge": -1, "max_force_ev_per_a": 2.464, "orbital_gap_ev": 8.963, "de_lowest_kj_mol": 27.3, "lumo_ev": 4.9}

***

(6)
{"formula": "H13NO5", "method": "ωB97M-V/def2-TZVPD", "species": ["N", "H", "H", "H", "H", "H", "O", "H", "H", "O", "H", "H", "O", "H", "H", "O", "H", "H", "O"], "positions_angstrom": [[-0.42, -1.08, -2.05], [-0.26, -1.82, -1.43], [-0.99, -1.47, -2.74], [0.57, -0.87, -2.39], [0.09, -1.97, 1.94], [0.98, -1.91, 0.71], [0.06, -2.04, 0.95], [-1.61, 1.07, 2.65], [-1.20, 1.05, 1.03], [-0.95, 1.39, 1.96], [-2.00, 0.03, -1.59], [-2.13, 1.47, -1.58], [-2.50, 0.70, -1.19], [2.00, -0.08, -0.89], [1.17, 1.15, -0.86], [1.88, 0.72, -1.42], [1.02, 1.44, 2.40], [2.48, 1.31, 1.92], [1.82, 0.91, 2.58]], "mulliken_charge": [-0.681, 0.190, 0.284, 0.244, 0.301, 0.299, -0.609, 0.310, 0.375, -0.676, 0.375, 0.294, -0.684, 0.297, 0.321, -0.643, 0.330, 0.313, -0.640], "homo_ev": -10.670, "max_force_ev_per_a": 2.945, "orbital_gap_ev": 10.917, "smiles": "N.O.O.O.O.O", "de_lowest_kj_mol": 153.0, "lumo_ev": 0.2}